H3NO3PS | ωB97M-V/def2-TZVPD

Structure (XYZ):
```
9
Properties=species:S:1:pos:R:3:forces:R:3
N -0.33770 -0.12313 -1.11860 0.5 -0.8 -2.0
O -1.65663 3.50276 0.58697 0.1 0.2 0.3
O -0.15411 0.91020 1.20161 0.1 -0.3 0.6
O -2.66038 2.08327 2.32846 0.4 0.3 -0.3
P -0.26177 -0.60286 0.39520 -2.0 -0.6 0.4
S -2.11606 2.20101 0.99342 -0.7 -0.4 -0.2
H 0.72735 1.13422 0.93940 0.9 1.0 -0.1
H 0.00759 -0.83523 -1.81026 -0.1 1.0 1.2
H -1.72194 -0.54548 0.82057 0.8 -0.4 0.1
```
Positions in Å, forces in eV/Å.

Values from the calculation:
Net charge: -1
Energy above the lowest of the compared OMol25 structures with the same formula, charge and spin: 31.4 kcal/mol
E_LUMO: 0.136 Eh
M: 128.07 g/mol